(1)
Below is a structure of composition C28H43F9OP2W, with properties calculated with ωB97M-V/def2-TZVPD.

The geometry in XYZ format:
```
84
Properties=species:S:1:pos:R:3:forces:R:3:lowdin_spin:R:1
W -0.16480 1.37110 -2.38834 -2.20 -4.62 -1.58 0.827
C 0.32298 0.90810 -0.29082 0.85 0.53 0.92 0.007
C 1.46840 1.50495 -0.92412 0.27 0.77 1.29 0.008
C -0.28150 3.05333 -1.02691 0.94 0.22 0.24 0.006
C -0.77226 1.85725 -0.37533 0.13 -0.41 -0.23 0.007
C 1.10004 2.82619 -1.39186 0.61 0.23 2.01 0.014
C 0.28827 -0.42089 0.39873 -0.36 -0.11 0.05 0.004
H 0.91024 -1.14827 -0.13876 -0.05 0.10 0.29 0.000
H -0.73662 -0.83214 0.47060 0.63 0.32 0.04 -0.001
H 0.64837 -0.30860 1.42794 0.11 -0.02 -0.19 0.000
C -2.19240 1.56960 -0.00578 -0.59 -0.23 0.71 0.012
H -2.38289 1.67539 1.07936 0.20 0.03 -0.42 0.002
H -2.46856 0.53325 -0.26108 0.09 0.30 0.09 0.001
H -2.89972 2.23646 -0.51017 0.19 -0.09 0.05 0.000
C -1.01012 4.33829 -1.12329 -0.37 0.70 -0.03 0.004
H -0.82746 4.95427 -0.23024 0.04 -0.23 -0.14 -0.001
H -2.09315 4.20284 -1.18302 0.13 -0.02 -0.05 0.000
H -0.69755 4.93687 -1.97923 0.02 -0.06 0.03 0.000
C 2.09015 3.88074 -1.76322 0.41 0.13 -0.34 0.007
H 2.46465 4.40902 -0.86069 -0.37 -0.36 -0.40 0.000
H 1.66131 4.62591 -2.43573 0.05 0.02 0.07 0.000
H 2.97042 3.44299 -2.25522 -0.26 0.19 0.15 0.000
C 2.83926 0.90680 -1.04992 0.20 -0.27 -0.34 0.005
H 3.42652 0.98182 -0.11733 -0.43 0.08 -0.26 0.000
H 3.42492 1.40974 -1.84144 -0.30 -0.28 0.35 0.000
H 2.74724 -0.15811 -1.31062 0.24 0.60 0.34 0.000
C -0.97606 -3.45651 -1.32858 -0.34 -2.09 0.95 0.024
C 0.06937 -4.19275 -0.93417 -0.25 0.28 0.42 0.008
C 1.47247 -4.19915 -1.42565 0.27 -0.37 -0.25 0.000
C 1.66407 -3.43647 -2.75224 0.03 -1.20 0.85 -0.003
C 1.64594 -1.96755 -2.58912 -0.25 1.66 -1.60 -0.020
C 0.58747 -1.16179 -2.95603 0.00 1.46 0.70 0.005
C -0.84561 -1.29025 -2.46310 0.24 -0.53 -0.21 0.010
C -1.32383 -2.75195 -2.58049 -1.07 0.38 -0.19 0.004
H 1.86603 -5.23107 -1.51173 -0.27 0.48 0.01 0.000
H 0.91619 -3.76760 -3.49850 0.50 0.21 0.47 0.000
H 2.06347 -3.71977 -0.61706 -0.03 -0.24 -0.40 0.001
H -0.99128 -3.24010 -3.49880 0.19 0.21 0.29 0.002
H -1.84704 -3.54329 -0.66398 0.32 -0.14 -0.37 0.007
H -0.07212 -4.80936 -0.04237 0.02 0.42 -0.06 0.000
H -2.42408 -2.77540 -2.64095 0.32 0.15 -0.01 0.000
H -0.90198 -1.12722 -1.38076 0.20 0.27 -0.23 0.004
H 0.76272 -0.40891 -3.82746 0.30 0.26 1.68 0.003
H -1.60978 -0.61876 -2.92349 0.47 0.06 -0.44 0.001
H 2.66006 -3.70452 -3.13328 -0.27 0.19 -0.02 0.000
H 2.63456 -1.48643 -2.47031 -0.49 -0.41 -0.79 -0.001
P -0.72249 -1.55817 -5.40659 0.05 -0.76 -0.95 0.010
P 0.03902 2.23721 -4.56360 0.01 0.88 -2.34 0.045
C -0.29240 -0.07771 -6.37231 -0.31 0.74 -0.57 0.000
C -0.85026 1.27064 -5.86027 -0.11 -0.51 -0.73 0.032
H -0.73854 -0.26558 -7.36664 0.52 0.32 0.12 0.001
H 0.80840 -0.01722 -6.46492 -0.48 -0.14 -0.14 0.000
H -0.94166 1.96137 -6.73087 0.07 -0.37 0.62 0.004
H -1.87609 1.13941 -5.46393 0.30 0.08 -0.20 0.000
C -0.98257 3.71777 -4.86271 0.29 0.48 0.21 0.002
H -0.67154 4.53767 -4.20755 -0.16 -0.01 -0.26 0.000
H -2.00789 3.42235 -4.60304 0.16 0.15 0.04 0.000
H -0.99394 4.02924 -5.91886 0.20 -0.05 0.42 0.000
C 1.78038 2.45186 -5.06422 0.21 0.42 -0.40 0.001
H 1.92117 2.94492 -6.04205 -0.26 -0.20 0.34 0.000
H 2.29022 1.47786 -5.10203 -0.25 0.20 0.10 0.000
H 2.28155 3.06737 -4.30347 -0.17 -0.21 -0.25 0.000
C -2.41720 -2.03077 -5.98310 0.21 0.15 -0.04 0.002
H -2.79573 -2.81238 -5.30798 0.00 0.27 -0.25 0.000
H -2.37648 -2.43342 -7.00913 -0.14 0.26 0.37 0.000
H -3.08381 -1.15966 -5.93936 0.01 -0.28 -0.01 0.000
C 0.26705 -2.74918 -6.41711 0.03 -0.23 0.07 0.002
H 1.26726 -2.34503 -6.62461 -0.24 -0.14 0.10 0.000
H -0.24378 -2.95804 -7.37234 0.28 0.13 0.32 0.000
H 0.38735 -3.69790 -5.87930 -0.03 0.15 -0.19 0.000
F -3.25629 -5.17522 0.77815 0.42 1.38 0.98 0.016
C -2.81630 -4.42490 1.82782 0.71 -2.13 0.47 0.070
F -3.37516 -4.94540 2.95511 0.71 1.23 -1.57 0.019
F -1.47254 -4.62294 1.91971 -1.39 0.71 -0.19 0.010
C -3.17154 -2.83514 1.62064 -3.29 -1.67 2.68 0.081
O -2.44271 -2.20136 0.78189 1.21 0.72 -0.97 0.675
C -4.74650 -2.84032 1.21268 -1.41 -0.38 0.07 0.001
F -5.46700 -3.86765 1.77877 1.25 1.51 -0.71 0.000
F -5.35526 -1.67659 1.58271 0.91 -1.10 -0.41 0.003
F -4.86538 -2.96067 -0.13382 0.39 0.19 1.12 -0.001
C -3.05003 -2.16766 3.11178 0.38 0.24 1.71 0.045
F -4.01363 -2.56441 3.98681 1.08 0.33 -1.66 0.019
F -1.84438 -2.46370 3.68233 -1.25 0.20 -1.03 0.006
F -3.12209 -0.81880 3.00957 0.08 -1.09 -0.29 0.008
```
Forces are in eV/Å.

Summary:
- HOMO energy (alpha / beta) (eV) = -13.55 / -13.55
- lowest unoccupied orbital energy (alpha / beta) (Ha) = -0.2943 / -0.3173
- net charge = +2
- frontier orbital gap (alpha / beta) (eV) = 5.54 / 4.91
- multiplicity = 3
- energy (eV) = -76619.51806
- ΔE to the lowest compared entry with this formula, charge and spin (kcal/mol) = 30.76

=====

(2)
Below is a structure of composition C28H43MnN4O6SbSi3, with properties calculated with ωB97M-V/def2-TZVPD.

The geometry in XYZ format:
```
86
Properties=species:S:1:pos:R:3:forces:R:3:lowdin_spin:R:1
Mn -1.08984 0.65533 -0.71773 -0.44 -0.26 -0.15 2.893
O -4.17477 3.57677 -1.24445 0.01 -0.08 -0.03 0.049
C -3.15246 2.74377 -0.89840 0.02 0.08 -0.01 0.152
O -3.08792 1.60416 -1.40926 0.07 0.10 -0.05 0.171
C -2.22814 3.23727 0.04998 -0.01 0.02 0.11 0.159
C -2.31376 4.47680 0.74193 -0.04 -0.02 -0.09 0.058
C -1.44428 4.75396 1.75223 0.03 -0.03 0.02 0.068
C -0.47330 3.78304 2.13208 -0.06 0.00 -0.05 0.135
C -0.40916 2.62159 1.39958 0.01 0.15 0.07 0.020
N -1.20343 2.35859 0.35511 0.04 -0.14 -0.04 0.197
C 0.55660 1.52998 1.77408 0.08 -0.07 -0.05 0.004
O 1.24323 1.61876 2.78943 0.04 0.01 0.09 0.012
O 0.60320 0.49991 0.98076 -0.47 0.09 -0.02 0.153
H -4.69404 3.07536 -1.88871 0.01 0.03 0.04 0.001
H -3.08626 5.17836 0.45904 -0.01 0.00 -0.01 0.002
H -1.50827 5.69512 2.28142 0.01 0.01 0.01 0.002
H 0.19467 3.92817 2.96657 0.02 -0.02 0.00 0.008
O -1.00653 -1.01698 -1.80296 -0.09 0.29 -0.11 0.008
N -0.76107 -0.81204 -3.05809 0.16 0.02 0.08 0.004
N -0.43718 0.38138 -3.32376 -0.06 -0.15 0.01 0.007
O -0.38210 1.33461 -2.41785 0.34 0.08 -0.12 0.024
C -0.13139 0.73260 -4.68493 -0.05 0.00 0.20 0.000
C -0.04564 2.07946 -4.99389 0.04 -0.07 -0.11 0.001
C 0.24509 2.43925 -6.30233 0.00 -0.02 0.02 0.000
C 0.44431 1.46649 -7.27024 0.00 0.05 -0.01 0.001
C 0.35594 0.12252 -6.93316 0.00 -0.04 0.02 0.000
C 0.06892 -0.25980 -5.63318 0.03 0.09 -0.11 0.001
H -0.20404 2.81324 -4.21910 -0.01 0.00 0.02 0.000
H 0.31394 3.48716 -6.56130 0.00 0.01 -0.01 0.000
H 0.66965 1.75473 -8.28823 0.01 0.00 -0.01 0.000
H 0.51641 -0.63734 -7.68649 0.00 0.00 0.00 0.000
H 0.00026 -1.30054 -5.35703 -0.01 0.00 0.02 0.000
C 2.31692 -1.78547 -1.64917 -0.01 0.08 0.06 0.004
Si 2.01243 -2.64815 -0.01915 0.07 -0.07 0.09 0.042
C 0.34988 -3.50782 0.03781 0.08 -0.04 -0.04 0.003
C 3.36370 -3.92456 0.25629 -0.08 -0.03 -0.01 0.018
Sb 2.23104 -0.98655 1.92856 0.13 -0.22 -0.40 0.502
Si 0.62294 -1.81368 3.75110 0.19 0.08 0.32 0.088
C -1.17060 -2.25348 3.39994 0.07 0.12 -0.07 0.025
C 1.54451 -3.38728 4.20213 -0.12 -0.02 -0.02 0.016
C 0.69844 -0.60319 5.16914 -0.04 0.01 -0.05 0.006
Si 3.85090 0.77568 0.97571 0.00 0.23 0.15 0.086
C 4.29569 1.99482 2.31740 0.05 -0.03 -0.03 0.004
C 3.17461 1.65879 -0.52922 0.01 -0.03 0.06 0.026
C 5.34435 -0.27285 0.54459 -0.01 0.04 0.01 0.007
H 2.15346 -2.48031 -2.47628 -0.01 -0.02 -0.01 0.001
H 3.34917 -1.43307 -1.69951 0.01 -0.01 -0.04 0.000
H 1.65645 -0.92996 -1.78859 -0.02 0.01 0.02 0.001
H 0.38902 -4.37750 -0.62447 -0.04 0.00 -0.02 0.000
H -0.45321 -2.86385 -0.31949 -0.01 0.06 0.00 0.000
H 0.12052 -3.87077 1.04084 -0.01 -0.01 0.02 0.000
H 3.35990 -4.65786 -0.55494 0.00 0.00 -0.02 0.002
H 3.21153 -4.46324 1.19313 0.00 -0.01 0.02 0.002
H 4.35400 -3.47000 0.29450 0.02 0.04 0.00 0.002
H -1.38785 -2.68309 2.42441 0.10 -0.08 -0.04 0.000
H -1.83084 -1.39901 3.55057 -0.01 0.02 0.02 0.000
H -1.42547 -3.01053 4.14707 -0.08 0.02 0.03 0.004
H 1.60668 -4.09356 3.37156 -0.01 0.01 -0.04 0.001
H 1.02556 -3.89030 5.02295 0.01 0.00 0.01 0.000
H 2.56079 -3.16225 4.52567 0.02 0.01 0.01 0.008
H 0.25151 0.35434 4.90325 -0.02 0.01 -0.04 0.000
H 1.73162 -0.40593 5.45706 0.02 -0.03 0.01 0.001
H 0.16683 -1.01047 6.03316 0.01 -0.01 0.02 0.001
H 3.50100 2.72380 2.46756 -0.03 -0.02 -0.03 0.000
H 5.20971 2.52015 2.02526 0.01 0.02 0.01 0.001
H 4.47627 1.50192 3.27312 0.02 -0.04 -0.01 0.001
H 2.13267 1.95235 -0.41093 0.01 0.02 0.02 0.000
H 3.24519 1.05728 -1.43514 0.02 -0.04 0.00 0.000
H 3.76784 2.56710 -0.67158 0.02 -0.01 -0.04 0.005
H 5.79569 -0.69558 1.44350 0.00 0.00 0.01 0.004
H 6.08914 0.36433 0.06003 0.03 -0.01 -0.01 0.000
H 5.11686 -1.09359 -0.13659 -0.04 0.01 -0.02 0.000
N -2.18416 -0.33321 0.79186 0.27 -0.04 0.16 0.000
C -3.56722 -0.57501 0.53399 -0.08 -0.04 0.09 0.003
C -3.94450 -1.65755 -0.24574 0.00 0.05 0.02 0.000
C -5.28737 -1.86110 -0.52401 -0.01 -0.03 -0.03 0.000
C -6.24896 -0.99060 -0.03320 0.00 0.01 0.01 0.000
C -5.85873 0.09359 0.74096 -0.01 0.01 0.00 0.000
C -4.52053 0.30412 1.02724 0.01 -0.05 0.01 0.002
H -2.04451 0.21918 1.63128 -0.09 0.00 0.02 0.000
H -1.66051 -1.19457 0.89886 -0.10 -0.08 0.07 0.002
H -3.18697 -2.31440 -0.65566 0.01 -0.01 -0.01 0.000
H -5.57997 -2.70412 -1.13663 -0.01 0.00 0.00 0.000
H -7.29506 -1.15354 -0.25453 -0.01 0.00 0.00 0.000
H -6.59858 0.78516 1.12241 -0.01 0.00 0.00 0.000
H -4.21038 1.16376 1.61085 0.01 0.01 0.00 0.001
```
Forces are in eV/Å.

Summary:
- HOMO energy (alpha / beta) (eV) = -5.07 / -6.61
- lowest unoccupied orbital energy (alpha / beta) (Ha) = 0.0185 / -0.0316
- frontier orbital gap (alpha / beta) (eV) = 5.58 / 5.76
- multiplicity = 6
- energy (eV) = -109470.81986
- ΔE to the lowest compared entry with this formula, charge and spin (kcal/mol) = 75.14